The following is a DFT calculation (ωB97M-V/def2-TZVPD) of a cluster of 9 separate species, C36H97N11O12 in total.

The calculation puts the lowest unoccupied orbital energy at 0.2 eV. The relative energy (zero: lowest compared OMol25 entry of this formula, charge and spin) is 0.0 kcal/mol. Its SMILES is COC[C@H](C)N.COC[C@H](C)N.COC[C@H](C)N.COC[C@H](C)N.COCCNCCOC.COCCNCCOC.COCCNCCOC.NC(N)=O.NC(N)=O. The gap between HOMO and LUMO is 8.4893 eV.

Element x y z (Å)
C1 6.85 -8.38 9.05
C2 8.19 -8.18 8.25
C3 7.96 -8.26 6.72
O1 7.03 -7.33 6.31
C4 6.97 -7.15 4.92
N1 8.74 -6.88 8.60
H1 6.03 -7.68 8.85
H2 7.04 -8.40 10.12
H3 6.35 -9.34 8.93
H4 8.80 -9.03 8.54
H5 7.68 -9.26 6.39
H6 8.89 -8.00 6.21
H7 6.52 -8.02 4.43
H8 7.95 -6.95 4.50
H9 6.31 -6.29 4.81
H10 8.06 -6.18 8.35
H11 9.37 -6.63 7.85
C5 1.85 -16.81 20.33
C6 3.21 -16.41 19.90
C7 4.37 -17.29 20.43
O2 4.36 -17.39 21.85
C8 5.51 -18.03 22.34
N2 3.28 -16.31 18.45
H12 1.79 -16.73 21.42
H13 1.65 -17.85 20.06
H14 1.08 -16.14 19.97
H15 3.45 -15.44 20.34
H16 5.29 -16.91 19.99
H17 4.40 -18.30 20.02
H18 5.89 -18.88 21.78
H19 5.36 -18.15 23.41
H20 6.31 -17.29 22.40
H21 2.70 -15.57 18.06
H22 4.19 -16.05 18.10
C9 -0.57 -3.56 18.18
C10 -1.03 -2.20 17.58
C11 -1.20 -2.24 16.03
O3 -2.05 -1.18 15.55
C12 -1.55 0.14 15.51
N3 -2.44 -2.01 18.05
H23 -0.50 -3.50 19.26
H24 0.45 -3.78 17.86
H25 -1.29 -4.35 17.98
H26 -0.62 -1.28 17.99
H27 -1.64 -3.20 15.75
H28 -0.26 -2.27 15.49
H29 -2.32 0.69 14.97
H30 -0.65 0.19 14.90
H31 -1.22 0.52 16.48
H32 -2.83 -1.92 17.12
H33 -2.97 -2.84 18.30
C13 -1.45 -7.26 8.39
C14 -2.97 -7.26 8.27
C15 -3.53 -8.70 8.09
O4 -4.85 -8.90 7.68
C16 -5.20 -10.15 7.14
N4 -3.59 -6.54 9.29
H34 -0.86 -7.62 7.55
H35 -1.06 -7.78 9.27
H36 -1.18 -6.23 8.63
H37 -3.14 -6.84 7.27
H38 -3.38 -9.22 9.04
H39 -2.91 -9.17 7.32
H40 -4.34 -10.68 6.74
H41 -5.87 -9.99 6.29
H42 -5.56 -10.92 7.83
H43 -3.85 -7.08 10.11
H44 -4.45 -6.13 8.96
C17 5.92 -1.97 17.20
O5 5.68 -3.33 16.95
C18 6.50 -3.82 15.86
C19 7.91 -4.12 16.26
N5 8.04 -5.41 17.02
C20 8.06 -5.22 18.42
C21 8.35 -6.53 19.28
O6 7.35 -7.56 19.11
C22 7.59 -8.73 19.85
H45 6.88 -1.84 17.70
H46 5.13 -1.55 17.81
H47 5.82 -1.40 16.27
H48 6.52 -3.11 15.04
H49 5.91 -4.69 15.57
H50 8.43 -3.28 16.71
H51 8.44 -4.26 15.32
H52 8.90 -5.72 16.59
H53 7.18 -4.68 18.77
H54 8.88 -4.54 18.69
H55 8.59 -6.39 20.34
H56 9.26 -6.93 18.83
H57 8.50 -9.28 19.63
H58 6.83 -9.50 19.72
H59 7.59 -8.45 20.91
C23 -0.14 -14.25 5.28
O7 0.01 -13.50 6.47
C24 1.12 -13.83 7.36
C25 1.06 -15.31 7.79
N6 -0.22 -15.78 8.33
C26 -0.48 -14.99 9.55
C27 -1.72 -15.63 10.31
O8 -2.93 -15.55 9.52
C28 -4.02 -16.34 10.06
H60 -0.19 -15.31 5.53
H61 0.67 -14.08 4.57
H62 -1.07 -14.03 4.76
H63 1.09 -13.19 8.25
H64 1.97 -13.49 6.77
H65 1.92 -15.60 8.39
H66 1.24 -15.85 6.86
H67 -0.93 -15.51 7.66
H68 -0.67 -13.93 9.41
H69 0.34 -14.98 10.28
H70 -1.93 -15.01 11.18
H71 -1.55 -16.64 10.68
H72 -4.95 -16.26 9.50
H73 -4.23 -16.17 11.12
H74 -3.74 -17.38 9.90
C29 -7.73 -5.89 23.58
O9 -7.52 -6.77 22.42
C30 -6.22 -6.57 21.94
C31 -6.06 -7.50 20.77
N7 -6.57 -6.98 19.47
C32 -6.58 -8.01 18.42
C33 -6.53 -7.58 16.96
O10 -5.32 -8.00 16.36
C34 -5.24 -9.45 16.14
H75 -6.96 -5.99 24.33
H76 -8.69 -6.14 24.04
H77 -7.86 -4.85 23.24
H78 -5.59 -6.86 22.78
H79 -6.06 -5.53 21.67
H80 -6.54 -8.45 21.00
H81 -5.00 -7.71 20.67
H82 -7.43 -6.46 19.51
H83 -7.47 -8.61 18.66
H84 -5.67 -8.56 18.66
H85 -6.59 -6.50 16.92
H86 -7.48 -7.98 16.59
H87 -5.90 -9.88 15.39
H88 -5.24 -10.04 17.05
H89 -4.21 -9.58 15.78
C35 2.01 -9.34 15.27
O11 1.52 -10.46 15.23
N8 1.41 -8.31 14.82
N9 3.20 -9.01 15.75
H90 1.75 -7.37 14.98
H91 0.43 -8.39 14.59
H92 3.43 -8.03 15.79
H93 3.84 -9.79 15.78
C36 9.00 -12.59 14.78
O12 8.26 -13.34 15.41
N10 9.23 -11.34 15.12
N11 9.56 -12.85 13.64
H94 8.67 -10.96 15.88
H95 10.03 -10.80 14.83
H96 10.05 -12.13 13.13
H97 9.28 -13.70 13.16